11
Properties=species:S:1:pos:R:3:forces:R:3 method="wB97M-V/def2-TZVPD" e_homo_ev=-10.19 e_above_lowest_kcal_mol=56.9 orbital_gap_ev=10.78 energy_ha=-285.3239
N -1.0583 -1.3264 -2.2553 -0.5 0.2 1.1
C -1.0119 -0.6928 -1.2842 -0.3 -0.8 -0.7
C -0.6146 0.3376 -0.3616 0.2 0.1 -0.4
C 0.9404 0.0782 -0.3260 0.2 0.2 0.0
C 0.2246 0.4230 0.9020 0.1 0.2 -0.1
O 0.2009 -0.3683 2.0328 -0.2 -0.4 0.0
H -1.1470 1.2694 -0.5621 0.7 -0.1 -0.4
H 1.6474 0.6842 -0.8757 0.0 0.3 0.3
H 1.1028 -0.9994 -0.4207 0.0 0.4 -0.1
H 0.3209 1.4864 1.1261 -0.2 -0.2 0.3
H -0.6052 -0.8921 2.0246 0.0 0.0 0.1